{"formula": "C4H9NO", "method": "wB97M-V/def2-TZVPD", "species": ["O", "N", "C", "C", "C", "C", "H", "H", "H", "H", "H", "H", "H", "H", "H"], "xyz": [[-0.497, 1.299, 1.220], [1.024, -0.124, 0.305], [-2.614, -0.062, -0.668], [0.735, 0.799, 1.115], [-1.548, -0.850, -0.792], [2.410, -0.448, 0.099], [1.443, 1.303, 1.789], [-0.985, 0.941, 0.435], [2.598, -1.508, 0.299], [-3.185, -0.060, 0.257], [-2.955, 0.604, -1.457], [2.630, -0.267, -0.960], [-0.898, -0.851, -1.663], [3.099, 0.162, 0.704], [-1.244, -1.506, 0.018]], "smiles": "C/N=C/O.C=C", "e_above_lowest_kcal_mol": 51.1, "fmax_ev_per_a": 0.744, "total_energy_ha": -287.750994, "homo_lumo_gap_ha": 0.3890}

{"formula": "C74H76BrFINO2", "method": "wB97M-V/def2-TZVPD", "species": ["I", "Br", "F", "O", "O", "N", "C", "C", "C", "C", "C", "C", "C", "C", "C", "C", "C", "C", "C", "C", "C", "C", "C", "C", "C", "C", "C", "C", "C", "C", "C", "C", "C", "C", "C", "C", "C", "C", "C", "C", "C", "C", "C", "C", "C", "C", "C", "C", "C", "C", "C", "C", "C", "C", "C", "C", "C", "C", "C", "C", "C", "C", "C", "C", "C", "C", "C", "C", "C", "C", "C", "C", "C", "C", "C", "C", "C", "C", "C", "C", "H", "H", "H", "H", "H", "H", "H", "H", "H", "H", "H", "H", "H", "H", "H", "H", "H", "H", "H", "H", "H", "H", "H", "H", "H", "H", "H", "H", "H", "H", "H", "H", "H", "H", "H", "H", "H", "H", "H", "H", "H", "H", "H", "H", "H", "H", "H", "H", "H", "H", "H", "H", "H", "H", "H", "H", "H", "H", "H", "H", "H", "H", "H", "H", "H", "H", "H", "H", "H", "H", "H", "H", "H", "H", "H", "H"], "xyz": [[2.090, -3.880, 2.924], [-1.072, -3.822, -0.018], [2.628, -0.395, 4.104], [-4.525, -0.111, 3.516], [-0.093, 2.237, 3.391], [-7.760, 2.336, -0.869], [-8.132, -5.352, -5.264], [10.382, 6.778, 1.662], [4.912, -3.653, -5.026], [-4.590, 1.843, 0.917], [6.736, 1.544, -2.667], [-0.241, 3.854, 0.779], [4.438, -0.976, -4.430], [2.642, 4.813, 0.333], [2.746, 2.206, 6.126], [6.589, 1.205, -0.284], [4.896, 1.645, 7.062], [-3.519, 0.112, 2.795], [-5.769, -1.787, -2.894], [3.517, 3.459, 0.425], [5.752, -2.976, -4.147], [-2.900, 3.759, -0.110], [8.725, 1.651, -1.310], [-4.370, -3.411, -3.997], [9.780, 4.763, 0.483], [-0.837, 1.479, 2.726], [-1.707, 2.859, -5.173], [-1.835, 0.846, -3.256], [-1.727, 3.263, 0.773], [-8.871, -6.384, -7.313], [1.975, -0.242, 2.806], [-2.201, -0.821, 2.830], [-5.734, -5.365, 5.778], [2.518, 3.086, 7.180], [-2.213, 1.608, -5.511], [-5.551, -2.677, -3.942], [-9.309, -4.611, -5.214], [3.478, 3.245, 8.175], [5.518, -1.636, -3.852], [-3.402, 1.370, 1.791], [-4.808, -1.637, -1.898], [3.937, 1.489, 6.065], [-2.280, 0.601, -4.551], [11.696, 4.778, 1.945], [0.367, -2.511, 2.856], [-10.052, -5.650, -7.257], [-7.912, -6.237, -6.315], [-1.036, -3.203, 2.858], [9.540, 6.100, 0.785], [4.666, 2.521, 8.118], [7.963, 1.394, -0.174], [-6.968, -2.905, 5.369], [-7.066, -5.187, 6.140], [-4.295, 3.056, -0.043], [-7.684, -3.957, 5.933], [-5.522, 3.516, -0.978], [-5.018, -4.312, 5.217], [-0.785, -0.133, 2.793], [-3.631, -2.378, -1.948], [-3.411, -3.264, -3.000], [2.938, -0.700, 1.593], [-1.986, 2.056, 1.748], [-2.364, -2.352, 2.860], [-10.269, -4.761, -6.209], [0.547, -0.944, 2.808], [-6.960, 3.243, -0.333], [-0.925, -6.629, 0.886], [8.110, 1.729, -2.556], [-1.584, -5.234, 1.339], [1.534, 4.783, -0.859], [0.025, 5.022, -0.295], [5.975, 1.277, -1.532], [3.596, -1.653, -5.307], [10.857, 4.101, 1.065], [-5.634, -3.080, 5.015], [-1.320, 2.094, -2.920], [-1.256, -4.797, 2.857], [-1.258, 3.102, -3.878], [3.835, -2.990, -5.608], [11.462, 6.117, 2.240], [3.121, 2.616, -0.258], [1.833, 5.577, -1.632], [12.120, 6.646, 2.921], [3.182, -3.517, -6.296], [-5.349, 4.591, -1.325], [0.022, -6.772, 1.529], [-3.386, -2.861, 2.861], [-0.969, 2.282, -1.910], [4.604, 3.641, 0.088], [2.753, -1.138, -5.756], [1.837, 0.892, 2.681], [2.175, 4.988, 1.370], [5.412, 2.641, 8.897], [10.196, 7.821, 1.896], [-11.188, -4.185, -6.169], [-4.198, -4.099, -4.818], [6.176, -1.107, -3.172], [1.555, 3.726, -1.295], [-2.729, -5.335, 1.232], [-6.993, -6.812, -6.357], [3.722, -1.444, 2.005], [8.704, 1.934, -3.441], [6.590, -3.493, -3.691], [-1.889, 0.062, -2.507], [-2.884, -2.265, -1.169], [4.118, 0.809, 5.241], [-2.679, -0.373, -4.814], [1.591, 3.649, 7.225], [5.823, 1.083, 7.015], [4.252, 0.068, -4.197], [8.697, 6.615, 0.336], [-4.977, -0.942, -1.081], [-5.452, 2.862, -1.928], [-7.309, 1.909, -1.697], [-3.978, -4.451, 4.937], [-5.075, -2.258, 4.581], [-0.676, -6.551, -0.233], [-0.411, -5.379, 3.351], [9.797, 1.791, -1.224], [3.564, 0.176, 1.172], [12.534, 4.261, 2.401], [-8.698, -7.073, -8.134], [3.341, 5.695, 0.081], [-2.492, -3.839, -3.041], [6.257, 1.606, -3.639], [4.904, 1.128, -1.619], [0.458, 2.975, 0.506], [-7.248, 3.827, 0.601], [-2.210, -4.996, 3.477], [-10.802, -5.770, -8.032], [-2.761, 4.639, -0.820], [11.042, 3.058, 0.833], [0.047, 4.230, 1.832], [-5.600, 1.327, 0.987], [-5.254, -6.326, 5.933], [-7.451, -1.947, 5.205], [3.301, 3.932, 8.995], [-7.386, -5.239, -4.485], [9.127, 4.237, -0.205], [5.996, 1.001, 0.601], [-0.055, 6.033, 0.229], [-1.661, 3.645, -5.919], [5.096, -4.696, -5.258], [-9.478, -3.916, -4.397], [2.393, -1.243, 0.752], [8.441, 1.340, 0.799], [3.592, 3.122, 1.525], [-1.661, -7.501, 1.038], [1.996, 2.079, 5.353], [-0.701, 5.033, -1.178], [-6.302, -2.797, -4.716], [-2.556, 1.416, -6.522], [-6.687, -1.211, -2.853], [-7.623, -6.006, 6.582], [-0.861, 4.077, -3.615], [-8.723, -3.818, 6.212]], "smiles": "[H]/N=C\\Cc1cc(CCCCC)c2c(c1)C(=O)c1cc(C[C@H](C)Br)c(I)c([C@H](C)F)c1C2=O.c1ccccc1.c1ccccc1.c1ccccc1.c1ccccc1.c1ccccc1.c1ccccc1.c1ccccc1.c1ccccc1", "fmax_ev_per_a": 4.884, "total_energy_ha": -6041.778606, "homo_lumo_gap_ha": 0.2768}

{"formula": "C2H2N2O", "method": "wB97M-V/def2-TZVPD", "species": ["O", "N", "N", "C", "C", "H", "H"], "xyz": [[0.906, -1.161, -0.072], [-1.967, 0.417, 0.093], [1.202, -0.013, -0.021], [-1.680, -0.678, -0.065], [1.208, 1.156, -0.055], [-1.405, -1.657, -0.250], [1.737, 1.935, 0.370]], "smiles": "C#[N+][O-].C#N", "e_above_lowest_kcal_mol": 89.2, "fmax_ev_per_a": 1.652, "total_energy_ha": -262.021698, "homo_lumo_gap_ha": 0.4151}

{"formula": "C4H5NO", "method": "wB97M-V/def2-TZVPD", "species": ["O", "N", "C", "C", "C", "C", "H", "H", "H", "H", "H"], "xyz": [[2.301, 1.215, -0.195], [1.205, -0.587, -1.056], [-0.808, -0.112, 0.717], [1.317, 0.499, -0.227], [-1.982, -0.591, 0.455], [0.198, 0.717, 0.707], [-2.434, -1.508, 0.842], [1.923, -0.678, -1.754], [0.230, 1.578, 1.362], [-2.263, 0.492, 0.385], [0.314, -1.027, -1.235]], "smiles": "C=C=CC(N)=O", "e_above_lowest_kcal_mol": 56.4, "fmax_ev_per_a": 2.650, "total_energy_ha": -285.324670, "homo_lumo_gap_ha": 0.3656}

{"formula": "C3H10NO3S", "method": "wB97M-V/def2-TZVPD", "species": ["S", "O", "O", "O", "N", "C", "C", "C", "H", "H", "H", "H", "H", "H", "H", "H", "H", "H"], "xyz": [[2.112, 0.036, -1.390], [-1.015, -0.593, -5.031], [-1.089, -0.597, 2.091], [-0.249, -2.879, 0.552], [-1.224, 1.628, 2.386], [0.214, 0.857, 0.638], [1.599, 0.098, 0.315], [-0.568, 0.457, 1.770], [2.411, 0.556, 0.887], [0.584, -2.378, 0.190], [1.576, -0.872, 0.593], [-0.709, -2.096, 0.952], [-0.618, -0.792, -4.200], [-0.481, 0.609, -0.327], [-0.818, 2.492, 2.187], [-1.874, 1.500, 3.206], [-0.588, 0.118, -5.488], [0.737, 1.855, 0.671]], "total_charge": -1, "e_above_lowest_kcal_mol": 49.8, "fmax_ev_per_a": 5.987, "total_energy_ha": -798.980752, "homo_lumo_gap_ha": 0.2333}

{"formula": "C3H3NO2", "method": "wB97M-V/def2-TZVPD", "species": ["O", "O", "N", "C", "C", "C", "H", "H", "H"], "xyz": [[1.887, -0.189, -0.057], [-0.068, -1.015, -0.020], [-1.508, 0.618, -0.029], [0.639, 0.055, 0.072], [-1.274, -0.611, -0.038], [-0.116, 1.221, -0.009], [0.246, 2.179, 0.049], [2.285, 0.583, 0.287], [-2.021, -1.451, 0.340]], "e_above_lowest_kcal_mol": 62.0, "fmax_ev_per_a": 7.189, "total_energy_ha": -321.278799, "homo_lumo_gap_ha": 0.3432}